[1]
DFT (ωB97M-V with the def2-TZVPD basis set) results for a cluster of 3 separate species, C29H67N2O7PSi in total in a non-equilibrium geometry.

LUMO level: 0.3 eV
HOMO-LUMO gap: 8.36 eV
Molecular weight: 614.92 g/mol

Positions of all 107 atoms, in Å:
C1 5.86149 -3.26946 -3.79825
C2 5.84556 -1.68595 -3.44416
C3 4.42363 -1.17040 -2.90841
O1 3.29528 -1.94348 -3.38370
C4 2.99264 -1.65861 -4.77385
Si1 1.34408 -0.65812 -4.92620
C5 1.48759 1.17142 -4.38379
C6 2.11996 2.15698 -5.48675
C7 3.68394 1.87543 -5.80295
C8 4.64146 3.10325 -5.39172
C9 6.04990 2.51651 -4.89386
C10 6.20465 2.36616 -3.30573
C11 5.68556 3.61699 -2.44994
C12 5.96099 3.50889 -0.87338
C13 5.26724 2.25506 -0.15355
O2 3.86894 2.54569 0.12289
C14 3.07164 1.92294 -0.91869
C15 0.08991 -1.56379 -3.74969
C16 -0.86656 -0.55032 -2.96276
O3 -1.80905 -1.22358 -2.06124
C17 -2.86288 -0.26573 -1.84760
O4 -2.57220 0.92823 -1.56704
P1 0.52169 -0.93472 -6.97522
O5 0.11441 -2.42909 -7.04824
O6 -0.90111 -0.02423 -7.24528
O7 1.64770 -0.63454 -8.22239
H1 6.93433 -3.53540 -4.12382
H2 5.60182 -3.91210 -2.89430
H3 5.14095 -3.52697 -4.64925
H4 6.24240 -1.11781 -4.35562
H5 6.58242 -1.57435 -2.56119
H6 4.45489 -1.25679 -1.75666
H7 4.19906 -0.07144 -3.13742
H8 2.77142 -2.68195 -5.26736
H9 3.86159 -1.21055 -5.36723
H10 0.44844 1.60644 -4.11783
H11 2.09028 1.19213 -3.40368
H12 1.47614 2.21703 -6.44584
H13 2.08101 3.22309 -5.03927
H14 4.02820 0.96867 -5.19478
H15 3.77972 1.71582 -6.93870
H16 4.86283 3.67562 -6.37256
H17 4.15839 3.86109 -4.69322
H18 6.90416 3.14550 -5.30932
H19 6.18091 1.45790 -5.34134
H20 5.74243 1.42213 -2.86494
H21 7.34114 2.28568 -3.09863
H22 6.22921 4.56297 -2.81991
H23 4.55785 3.76495 -2.58464
H24 5.51212 4.46163 -0.40023
H25 7.09232 3.42013 -0.68372
H26 5.76969 2.10459 0.87657
H27 5.42515 1.25686 -0.71035
H28 2.70737 0.87815 -0.61594
H29 2.13234 2.52544 -1.18737
H30 3.67858 1.79825 -1.87867
H31 -0.48161 -2.37144 -4.33439
H32 0.72626 -2.10239 -2.94928
H33 -0.18714 0.14245 -2.34674
H34 -1.45708 0.05758 -3.73309
H35 -3.95563 -0.57580 -1.95690
H36 -0.67143 0.88056 -6.90588
H37 2.54555 -0.86856 -7.90158
C18 -7.32644 1.87219 1.78109
C19 -6.17807 0.95394 1.37976
N1 -5.20997 0.70198 2.44264
C20 -4.01247 0.00837 1.96952
C21 -4.17683 -1.41490 1.43842
C22 -5.75385 0.20431 3.70295
C23 -6.52297 -1.11666 3.66491
H38 -6.95558 2.84529 2.11431
H39 -7.98190 2.03872 0.92184
H40 -7.94099 1.44121 2.57485
H41 -5.66179 1.43412 0.54140
H42 -6.60286 0.01973 0.99008
H43 -3.26195 0.00062 2.76775
H44 -3.56487 0.61477 1.17311
H45 -4.29801 -2.13855 2.24623
H46 -3.27637 -1.70728 0.89019
H47 -5.02007 -1.51586 0.75106
H48 -6.41297 0.97067 4.12153
H49 -4.94444 0.11829 4.43693
H50 -7.18816 -1.19206 2.80110
H51 -7.14540 -1.20698 4.56114
H52 -5.85170 -1.97405 3.66110
C24 -2.58023 -1.63568 10.58218
C25 -2.83178 -2.42388 9.30215
N2 -4.05337 -2.04980 8.59595
C26 -4.38347 -2.96521 7.50420
C27 -3.42050 -3.03533 6.32007
C28 -4.20451 -0.63205 8.27862
C29 -3.12963 0.00986 7.40096
H53 -3.40737 -1.75391 11.28746
H54 -1.67072 -2.00134 11.06666
H55 -2.43477 -0.57044 10.38862
H56 -2.89880 -3.48013 9.58423
H57 -1.94779 -2.32898 8.65876
H58 -5.38587 -2.73126 7.12861
H59 -4.47298 -3.97376 7.92525
H60 -3.52963 -2.17508 5.65692
H61 -3.64170 -3.92223 5.71964
H62 -2.37515 -3.10726 6.62791
H63 -4.25914 -0.07198 9.21678
H64 -5.18268 -0.46809 7.81262
H65 -2.12000 -0.30987 7.67069
H66 -3.16411 1.09850 7.51078
H67 -3.29070 -0.20457 6.34565

Results of the Löwdin charge analysis, in e, for atoms 1 through 99:
1. C -0.113
2. C -0.212
3. C -0.228
4. O -0.241
5. C -0.289
6. Si 0.641
7. C -0.279
8. C -0.239
9. C -0.197
10. C -0.196
11. C -0.200
12. C -0.204
13. C -0.220
14. C -0.167
15. C -0.228
16. O -0.207
17. C -0.132
18. C -0.211
19. C -0.257
20. O -0.088
21. C -0.228
22. O 0.010
23. P 0.545
24. O -0.381
25. O -0.201
26. O -0.219
27. H 0.081
28. H 0.081
29. H 0.069
30. H 0.098
31. H 0.113
32. H 0.137
33. H 0.082
34. H 0.116
35. H 0.092
36. H 0.092
37. H 0.070
38. H 0.103
39. H 0.106
40. H 0.072
41. H 0.119
42. H 0.116
43. H 0.095
44. H 0.109
45. H 0.105
46. H 0.068
47. H 0.124
48. H 0.124
49. H 0.098
50. H 0.126
51. H 0.117
52. H 0.130
53. H 0.114
54. H 0.103
55. H 0.104
56. H 0.049
57. H 0.096
58. H 0.098
59. H 0.124
60. H 0.126
61. H 0.162
62. H 0.058
63. H 0.059
64. C -0.092
65. C -0.272
66. N -0.187
67. C -0.241
68. C -0.089
69. C -0.245
70. C -0.085
71. H 0.079
72. H 0.073
73. H 0.063
74. H 0.118
75. H 0.095
76. H 0.113
77. H 0.099
78. H 0.054
79. H 0.066
80. H 0.066
81. H 0.101
82. H 0.099
83. H 0.069
84. H 0.072
85. H 0.049
86. C -0.093
87. C -0.274
88. N -0.192
89. C -0.248
90. C -0.090
91. C -0.246
92. C -0.085
93. H 0.079
94. H 0.073
95. H 0.063
96. H 0.117
97. H 0.096
98. H 0.109
99. H 0.109

[2]
DFT (ωB97M-V with the def2-TZVPD basis set) results for a cluster of 2 separate species, C4H10N3 in total in a non-equilibrium geometry.

LUMO level (spin up / spin down): -6.5 / -5.8 eV
HOMO-LUMO gap (spin up / spin down): 6.46 / 7.74 eV
Net charge: +1
Molecular weight: 100.14 g/mol

Positions of all 17 atoms, in Å:
C1 -2.46873 -0.90198 -0.26971
C2 -3.25461 0.30767 -0.23691
C3 -1.11886 -1.07476 0.24571
C4 0.36175 0.82842 0.66111
N1 -0.66549 0.16293 0.72015
N2 3.35836 0.30818 -0.45356
N3 -2.60957 1.35309 -0.15834
H1 -2.83739 -1.98969 -0.41564
H2 -4.36088 0.01735 -0.36442
H3 -1.01471 -2.00026 0.87368
H4 -0.87720 -1.14429 -0.80797
H5 1.34432 0.40560 0.34338
H6 0.24544 1.90548 0.93093
H7 3.74617 -0.38410 0.23716
H8 4.04680 1.06148 -0.45338
H9 3.63986 -0.08317 -1.34157
H10 -3.20865 2.18354 -0.04687

Charge distribution, natural (NBO) scheme, values in e:
1. C 0.056
2. C -0.003
3. C -0.333
4. C 0.043
5. N -0.270
6. N -1.083
7. N -0.453
8. H 0.247
9. H 0.236
10. H 0.276
11. H 0.326
12. H 0.249
13. H 0.218
14. H 0.367
15. H 0.374
16. H 0.368
17. H 0.381

[3]
DFT (ωB97M-V with the def2-TZVPD basis set) results for a cluster of 2 separate species, C6H14O in total.

LUMO level: 1.0 eV
HOMO-LUMO gap: 10.62 eV
Molecular weight: 102.18 g/mol

Positions of all 21 atoms, in Å:
C1 2.73637 0.54030 0.07700
C2 1.48664 -0.27210 0.35917
O1 1.54633 -1.45806 0.61011
C3 0.18783 0.50751 0.42637
C4 -1.10248 -0.31677 0.38821
C5 -1.53801 -0.70385 -1.02967
C6 -2.22013 0.46167 1.08160
H1 3.13282 0.84609 1.04922
H2 2.54124 1.44348 -0.50890
H3 3.49313 -0.06880 -0.42251
H4 0.26937 1.01142 1.40199
H5 0.17238 1.31534 -0.31925
H6 -0.90405 -1.23961 0.94619
H7 -2.49361 -1.24084 -0.99865
H8 -0.81395 -1.35382 -1.52766
H9 -1.68313 0.18698 -1.65655
H10 -3.14686 -0.12098 1.11202
H11 -2.43117 1.39757 0.54721
H12 -1.94306 0.71767 2.11064
H13 1.32460 -0.51174 -2.01540
H14 1.38575 -1.14145 -1.63118

Charge distribution, natural (NBO) scheme, values in e:
1. C -0.730
2. C 0.633
3. O -0.576
4. C -0.518
5. C -0.227
6. C -0.605
7. C -0.597
8. H 0.241
9. H 0.219
10. H 0.241
11. H 0.236
12. H 0.217
13. H 0.221
14. H 0.210
15. H 0.217
16. H 0.196
17. H 0.210
18. H 0.198
19. H 0.205
20. H -0.023
21. H 0.030

Which value of molecular weight does entry 1 give?
614.92 g/mol

Which of these has the lowest molecular weight?
C4H10N3

Among the records above, which one has the lowest molecular weight?
C4H10N3